{
  "formula": "C3H10O2",
  "method": "the ωB97M-V functional and the def2-TZVPD basis",
  "homo_energy_ev": -10.26,
  "lumo_ha": 0.030,
  "orbital_gap_ev": 11.09,
  "relative_energy_kcal_mol": 18.4,
  "total_energy_ha": -270.74250,
  "smiles": "CCO.CO",
  "elements": ["C", "C", "O", "H", "H", "H", "H", "H", "H", "C", "O", "H", "H", "H", "H"],
  "positions_angstrom": [[-1.199140, 0.065801, 1.253165], [-1.462616, 0.287177, -0.218839], [-2.610679, -0.493126, -0.586713], [-0.816531, -0.927896, 1.473446], [-0.452231, 0.797765, 1.571944], [-2.108020, 0.284755, 1.809581], [-0.604828, 0.004995, -0.830418], [-1.670253, 1.347643, -0.394213], [-2.866554, -0.247602, -1.483117], [2.296394, 0.113772, -0.644518], [2.300939, -0.595660, 0.580422], [1.870049, 1.098733, -0.491042], [3.321706, 0.222329, -1.007148], [1.719649, -0.429148, -1.394936], [2.282122, -1.529545, 0.362387]],
  "forces_ev_per_a": [[0.27, 0.59, -0.16], [-0.50, -0.19, 0.05], [0.19, 0.15, -0.14], [-0.16, -0.05, 0.00], [0.09, -0.16, 0.07], [-0.07, -0.23, 0.09], [0.11, -0.05, 0.00], [0.03, 0.02, -0.01], [0.03, -0.09, 0.12], [0.38, -0.33, -0.17], [-0.21, 0.00, 0.20], [-0.11, 0.08, 0.08], [-0.02, 0.14, -0.14], [-0.09, 0.19, -0.13], [0.05, -0.08, 0.16]]
}